# 1
{"formula": "C6H10KO6", "method": "ωB97M-V/def2-TZVPD", "species": ["K", "O", "O", "O", "O", "O", "O", "C", "C", "C", "C", "C", "C", "H", "H", "H", "H", "H", "H", "H", "H", "H", "H"], "xyz": [[2.692, 0.387, 2.012], [4.146, 0.785, -2.272], [8.467, 1.343, -3.949], [2.818, 1.450, -0.634], [4.523, 0.143, -0.139], [9.932, 0.028, -2.987], [8.935, -0.638, -4.892], [3.846, 0.800, -0.977], [9.101, 0.267, -4.059], [12.004, -0.646, -2.028], [5.394, 1.487, -2.829], [11.039, -0.841, -3.176], [5.152, 2.975, -2.999], [4.081, 3.189, -2.880], [10.687, -1.882, -3.216], [5.711, 3.548, -2.245], [5.462, 1.011, -3.816], [11.525, -0.621, -4.138], [11.481, -0.688, -1.063], [12.518, 0.322, -2.107], [12.761, -1.443, -2.044], [5.440, 3.310, -4.005], [6.175, 1.313, -2.077]], "forces_ev_per_angstrom": [[0.6, 0.2, -1.3], [1.1, 0.8, -1.8], [0.6, -0.2, -0.1], [-0.6, 0.1, 0.2], [0.3, -0.2, 0.0], [1.7, 0.0, 0.9], [0.9, -0.3, -0.3], [-0.4, 0.3, 1.9], [-2.6, 0.6, -0.4], [0.2, 0.0, 0.2], [-1.5, -0.9, 0.9], [-0.7, -0.1, -0.3], [-0.3, 0.4, 0.1], [0.2, -0.1, 0.0], [0.1, 0.1, -0.1], [-0.2, 0.0, -0.3], [0.7, -0.1, 0.8], [-0.1, -0.1, 0.1], [0.1, 0.0, -0.2], [-0.2, -0.2, 0.1], [-0.1, 0.2, 0.0], [0.1, -0.1, 0.3], [0.1, -0.4, -0.9]], "lowdin_charge": [0.932, -0.055, -0.068, -0.145, -0.133, -0.063, -0.050, -0.864, -0.819, -0.103, -0.138, -0.292, -0.086, 0.074, 0.111, 0.070, 0.121, 0.117, 0.071, 0.068, 0.062, 0.071, 0.118], "homo_lumo_gap_ev": 4.33, "e_tot_ev": -34996.0490, "e_above_lowest_ev": 0.000, "charge": -1}

# 2
{"formula": "C6H10N", "method": "ωB97M-V/def2-TZVPD", "species": ["N", "C", "C", "C", "C", "C", "C", "H", "H", "H", "H", "H", "H", "H", "H", "H", "H"], "xyz": [[0.053, 1.221, -0.788], [-1.836, 0.124, 0.754], [-1.085, 1.100, 1.635], [0.789, 0.071, -0.152], [1.940, -1.939, -0.971], [0.852, -1.188, -0.918], [-0.471, 0.562, 0.408], [-1.402, 2.132, 1.645], [-0.404, 1.049, -1.684], [2.852, -1.664, -0.468], [-2.664, 0.495, 0.168], [-1.969, -0.890, 1.099], [-0.705, 0.755, 2.585], [0.441, 2.162, -0.719], [1.952, -2.867, -1.514], [-0.062, -1.486, -1.414], [1.717, 0.362, 0.332]], "forces_ev_per_angstrom": [[-0.2, 0.8, -0.7], [-0.1, -0.1, -0.1], [0.0, 0.1, 0.0], [0.2, -0.7, 0.6], [-0.1, 0.1, 0.0], [-0.1, 0.1, -0.1], [0.1, -0.2, 0.3], [-0.1, 0.1, -0.1], [0.1, -0.1, 0.2], [0.2, 0.1, 0.1], [0.0, 0.1, 0.0], [0.1, -0.1, 0.0], [0.1, -0.1, 0.0], [0.0, -0.2, 0.1], [-0.1, -0.2, -0.1], [-0.1, -0.1, -0.1], [-0.1, 0.2, -0.1]], "lowdin_charge": [0.220, -0.013, -0.010, -0.125, 0.078, -0.117, -0.347, 0.121, 0.189, 0.078, 0.122, 0.123, 0.123, 0.191, 0.078, 0.119, 0.170], "homo_lumo_gap_ev": 11.14, "e_tot_ev": -7865.1633, "smiles": "C=C[C@H]1[NH2+]C12CC2", "e_above_lowest_ev": 1.185, "charge": 1}

# 3
{"formula": "C6H10N2", "method": "ωB97M-V/def2-TZVPD", "species": ["N", "N", "C", "C", "C", "C", "C", "C", "H", "H", "H", "H", "H", "H", "H", "H", "H", "H"], "xyz": [[0.514, 0.458, 1.996], [-0.129, -1.588, 2.471], [0.134, -1.553, 1.125], [0.532, -0.287, 0.828], [-0.532, 0.740, -1.193], [0.776, 0.412, -0.477], [-0.433, 1.040, -2.689], [0.119, -0.339, 2.946], [0.280, 1.824, -2.944], [-0.928, 1.624, -0.700], [-0.097, -2.321, 0.400], [1.464, -0.189, -1.066], [1.309, 1.321, -0.224], [-1.431, 1.228, -3.053], [0.005, 0.190, -3.233], [-1.250, -0.023, -1.071], [-0.395, -2.447, 2.896], [0.063, -0.091, 3.986]], "forces_ev_per_angstrom": [[0.1, 0.2, -0.1], [0.1, -0.2, -1.0], [0.0, 0.2, -1.1], [-0.3, 0.7, 0.7], [0.9, 1.3, -0.5], [0.1, -0.6, 0.4], [1.0, -0.7, 0.1], [0.2, -0.3, 0.1], [-0.4, 0.5, 0.2], [-0.3, 0.1, 0.1], [0.1, -0.3, 0.5], [-0.1, -0.1, -0.4], [0.1, 0.3, -0.1], [-0.1, 0.3, -0.5], [-0.4, -0.2, 0.1], [-0.8, -1.1, 0.3], [-0.2, -0.1, 0.8], [-0.1, 0.0, 0.2]], "lowdin_charge": [0.097, 0.049, -0.079, -0.310, -0.256, -0.161, -0.114, -0.206, 0.069, 0.110, 0.118, 0.110, 0.109, 0.063, 0.071, 0.086, 0.136, 0.110], "homo_lumo_gap_ev": 9.54, "e_tot_ev": -9364.3180, "smiles": "CCCc1c[nH]cn1", "e_above_lowest_ev": 0.119}

# 4
{"formula": "C6H10N2", "method": "ωB97M-V/def2-TZVPD", "species": ["N", "N", "C", "C", "C", "C", "C", "C", "H", "H", "H", "H", "H", "H", "H", "H", "H", "H"], "xyz": [[-2.173, -0.118, 0.620], [2.117, -0.046, 0.639], [-0.067, -1.431, 0.319], [1.272, 0.723, -0.245], [-0.041, 1.409, 0.305], [1.207, -0.780, -0.123], [-1.154, 0.746, -0.221], [-1.164, -0.721, -0.312], [-1.498, -1.227, -1.199], [0.157, 2.373, -0.011], [1.817, 1.207, -1.058], [-1.814, 1.435, -0.791], [0.019, 1.620, 1.456], [-0.119, -2.455, -0.145], [1.741, -1.304, -0.956], [3.070, -0.154, 0.135], [-3.152, 0.251, 0.191], [-0.218, -1.529, 1.398]], "forces_ev_per_angstrom": [[-0.8, 1.9, -1.0], [3.5, 0.6, 1.4], [0.8, -1.9, 0.4], [-1.1, -0.5, 0.5], [5.4, 0.3, 3.8], [0.8, -0.9, -3.5], [-4.8, -0.5, -0.5], [-3.3, 1.4, -1.1], [-0.5, 0.2, -0.4], [-0.7, 2.3, -1.1], [-0.6, -0.1, 0.0], [0.8, -1.1, -0.6], [-0.2, -1.2, -1.8], [0.4, 0.7, 0.9], [-0.9, 0.2, 0.6], [-1.9, 0.4, 1.6], [3.0, -1.9, 0.8], [0.3, 0.2, -0.1]], "lowdin_charge": [0.050, 0.027, -0.122, -0.224, -0.139, -0.327, -0.289, -0.330, 0.133, 0.077, 0.136, 0.144, 0.170, 0.132, 0.148, 0.141, 0.137, 0.135], "homo_lumo_gap_ev": 9.92, "e_tot_ev": -9360.3746, "smiles": "C1[C@@H]2N[C@@H]2C[C@@H]2N[C@H]12", "e_above_lowest_ev": 4.062}

# 5
{"formula": "C6H10N2", "method": "ωB97M-V/def2-TZVPD", "species": ["N", "N", "C", "C", "C", "C", "C", "C", "H", "H", "H", "H", "H", "H", "H", "H", "H", "H"], "xyz": [[-0.403, 0.566, -0.071], [2.816, 0.769, -1.357], [-0.226, -1.266, 1.610], [1.725, 0.996, -0.965], [-0.025, -0.774, 0.194], [0.292, -1.669, -0.766], [0.506, 1.410, -0.702], [-1.734, 1.063, 0.302], [0.441, -1.362, -1.795], [0.248, 2.462, -0.727], [0.138, -2.290, 1.744], [-1.285, -1.266, 1.886], [-1.966, 0.843, 1.348], [-2.495, 0.600, -0.336], [2.948, 1.096, -2.319], [-1.809, 2.149, 0.177], [0.320, -0.623, 2.308], [0.511, -2.704, -0.529]], "forces_ev_per_angstrom": [[-0.8, -0.2, 0.4], [4.4, 0.3, -1.3], [0.1, 0.2, 0.1], [-3.6, 1.4, 0.6], [-1.4, -1.4, -0.4], [0.4, 1.0, 0.3], [-0.1, -0.1, 0.6], [0.4, -0.5, -0.3], [-0.2, 0.0, 0.0], [0.3, 0.0, 0.3], [0.0, 0.2, -0.2], [0.1, 0.1, 0.0], [0.0, 0.0, -0.1], [-0.1, 0.1, 0.1], [0.1, -1.1, -0.3], [0.3, -0.2, -0.1], [-0.2, 0.0, 0.0], [0.1, 0.2, 0.1]], "lowdin_charge": [-0.183, 0.132, -0.053, -0.231, -0.373, 0.069, -0.112, -0.046, 0.063, 0.112, 0.076, 0.071, 0.075, 0.085, 0.085, 0.083, 0.085, 0.060], "homo_lumo_gap_ev": 7.62, "e_tot_ev": -9361.0437, "smiles": "C=C(C)N(C)C=C=N", "e_above_lowest_ev": 3.393}

# 6
{"formula": "C6H10N2", "method": "ωB97M-V/def2-TZVPD", "species": ["N", "N", "C", "C", "C", "C", "C", "C", "H", "H", "H", "H", "H", "H", "H", "H", "H", "H"], "xyz": [[-1.795, 1.196, -0.189], [-1.070, 0.197, -0.714], [-0.014, -0.249, 0.082], [-0.097, 0.742, 1.354], [1.405, 0.474, -1.790], [1.305, -0.134, -0.600], [-1.276, 1.655, 0.933], [-0.150, -1.707, 0.465], [-0.283, 0.236, 2.352], [-1.600, 2.584, 1.342], [0.858, 1.239, 1.355], [-1.183, -2.044, 0.875], [-1.529, -0.322, -1.476], [0.602, -2.009, 1.186], [2.098, -0.492, 0.019], [0.390, 0.490, -2.360], [2.299, 0.494, -2.377], [0.041, -2.349, -0.459]], "forces_ev_per_angstrom": [[0.2, 2.0, 1.5], [-2.3, 0.2, -1.3], [0.4, -0.7, 2.2], [-0.8, -0.4, -0.4], [-2.1, -2.0, -0.6], [0.0, 1.6, -0.9], [0.6, -2.8, -2.5], [-1.5, -2.2, -0.5], [0.3, 0.4, -1.2], [-0.4, 0.2, 0.4], [0.3, 0.5, 0.5], [1.6, 0.9, -0.6], [0.5, 0.3, 1.1], [0.2, 0.0, 0.2], [0.9, 0.0, 0.1], [2.1, 0.9, 1.0], [0.5, 0.3, 0.0], [-0.3, 0.7, 1.1]], "lowdin_charge": [0.023, -0.074, -0.572, -0.063, 0.033, -0.145, -0.112, -0.058, 0.121, 0.079, 0.087, 0.115, 0.159, 0.069, 0.103, 0.094, 0.040, 0.101], "homo_lumo_gap_ev": 8.99, "e_tot_ev": -9361.7367, "smiles": "C=C[C@@]1(C)CC=NN1", "e_above_lowest_ev": 2.700}

Let's list E_HOMO in order: -3.68; -14.38; -8.60; -9.04; -6.79; -8.02 eV.